Entry from OMol25: a gas-phase ion, C5H9N2O (charge +1) in a non-equilibrium geometry (wB97M-V/def2-TZVPD).

ΔE to the lowest compared entry with this formula, charge and spin	462.25	kJ/mol
spin multiplicity	1
gap between HOMO and LUMO	8.7	eV
net charge	+1

Last column: natural (NBO) charge in e.
CARTESIAN COORDINATES (ANGSTROEM)
1 C 2.114 -0.399 0.041  0.944
2 C -0.527 0.903 0.513  -0.473
3 C 0.709 1.570 -0.134  -0.199
4 C -1.397 -1.482 0.578  -0.249
5 C -0.395 -0.531 0.358  -0.131
6 N 1.935 0.827 -0.121  -0.607
7 N -1.195 -1.214 -0.806  -0.579
8 O 2.514 -1.470 0.028  -0.367
9 H -0.311 1.063 1.509  0.243
10 H -1.506 1.416 0.278  0.232
11 H 0.621 1.869 -1.139  0.212
12 H 0.790 2.534 0.396  0.231
13 H -1.264 -2.504 0.710  0.220
14 H -2.366 -1.141 1.016  0.214
15 H 2.831 1.323 -0.458  0.467
16 H -0.650 -1.893 -1.333  0.418
17 H -1.903 -0.871 -1.437  0.422